# 1
Density functional theory data (the ωB97M-V functional and the def2-TZVPD basis) for 2 unconnected molecules or ions with the total composition C5H8O5 at a distorted geometry.

Geometry as XYZ:
```
18
Properties=species:S:1:pos:R:3:nbo_charge:R:1
O 2.041 -0.693 0.151 -0.698
C 1.005 -0.732 -0.766 0.050
C 0.158 -2.005 -0.688 -0.081
O -1.071 -1.275 -0.294 -0.373
C -0.284 0.025 -0.388 0.119
C -0.745 -0.238 0.987 0.020
O -1.864 1.155 -1.724 -0.633
C -0.761 1.224 -1.199 0.729
O -0.152 2.280 -0.816 -0.760
H 2.480 0.176 0.077 0.497
H 1.333 -0.471 -1.781 0.197
H -0.041 -2.505 -1.639 0.228
H 0.442 -2.710 0.101 0.212
H -1.756 0.092 1.236 0.253
H -0.117 -0.806 1.677 0.242
O 0.035 1.885 1.858 -1.014
H 0.022 2.446 0.826 0.543
H -0.727 2.150 2.382 0.468
```

F_max = 3.83 eV/Å
Relative energy (zero: lowest compared OMol25 entry of this formula, charge and spin) = 487.9 kJ/mol
Calculated total energy = -15547.71455 eV
Net charge = 0
E_LUMO = 0.3 eV

***

# 2
Density functional theory data (the ωB97M-V functional and the def2-TZVPD basis) for 3 unconnected molecules or ions with the total composition C16H35N4O8 at a distorted geometry.

Geometry as XYZ:
```
63
Properties=species:S:1:pos:R:3:nbo_charge:R:1
C 2.712 -2.056 3.840 -0.628
C 1.326 -1.654 4.293 -0.086
O 0.903 -0.400 3.773 -0.562
C 0.061 -0.504 2.716 0.850
O 0.451 -0.921 1.685 -0.622
C -1.337 -0.030 2.861 -0.528
C -1.852 -0.152 4.277 -0.407
C -2.644 -1.448 4.462 -0.211
N -1.887 -2.625 4.139 -0.860
C -2.524 -3.313 3.052 -0.245
C -1.687 -4.452 2.466 0.380
N -0.440 -4.006 1.879 -0.869
N -1.415 -5.511 3.401 -0.860
N -2.493 -5.058 1.362 -0.862
H 2.775 -2.131 2.765 0.217
H 3.460 -1.340 4.160 0.190
H 2.945 -3.007 4.301 0.199
H 1.347 -1.587 5.373 0.169
H 0.620 -2.439 4.073 0.237
H -1.937 -0.597 2.169 0.241
H -1.381 1.012 2.544 0.216
H -2.547 0.670 4.466 0.172
H -1.066 -0.130 5.019 0.206
H -3.590 -1.391 3.898 0.128
H -2.941 -1.446 5.527 0.136
H -2.821 -2.610 2.246 0.116
H -3.481 -3.781 3.391 0.115
H -0.437 -3.004 1.754 0.383
H 0.354 -4.310 2.419 0.359
H -2.260 -5.957 3.717 0.361
H -0.839 -5.190 4.167 0.365
H -3.389 -4.585 1.331 0.342
H -2.000 -4.855 0.505 0.363
C 0.245 0.949 -0.664 -0.640
C -0.074 2.365 -1.095 -0.072
O -0.750 2.404 -2.368 -0.507
C -2.038 2.071 -2.348 0.982
O -2.687 1.766 -1.383 -0.634
O -2.497 2.128 -3.608 -0.507
C -3.854 1.708 -3.750 -0.255
H 0.810 0.433 -1.442 0.206
H 0.828 0.950 0.253 0.240
H -0.661 0.374 -0.486 0.238
H 0.852 2.923 -1.240 0.183
H -0.661 2.894 -0.345 0.192
H -4.507 2.257 -3.076 0.196
H -3.936 0.638 -3.566 0.192
H -4.143 1.917 -4.777 0.187
C 1.176 2.833 -4.946 -0.640
C 1.700 4.179 -5.401 -0.069
O 2.980 4.481 -4.820 -0.494
C 4.021 3.847 -5.352 0.982
O 3.995 3.078 -6.279 -0.649
O 5.117 4.217 -4.679 -0.497
C 6.310 3.548 -5.090 -0.256
H 1.151 2.781 -3.860 0.224
H 0.170 2.665 -5.328 0.224
H 1.816 2.023 -5.296 0.220
H 1.030 4.967 -5.061 0.189
H 1.759 4.244 -6.488 0.187
H 6.466 3.649 -6.162 0.193
H 6.264 2.496 -4.813 0.191
H 7.134 4.021 -4.563 0.192
```

F_max = 3.09 eV/Å
Relative energy (zero: lowest compared OMol25 entry of this formula, charge and spin) = 180.3 kJ/mol
Calculated total energy = -39500.12409 eV
Net charge = -1
E_LUMO = 2.2 eV

***

# 3
Density functional theory data (the ωB97M-V functional and the def2-TZVPD basis) for a molecular structure, C10H3F24NO24S8Zn3 at a distorted geometry.

Geometry as XYZ:
```
73
Properties=species:S:1:pos:R:3:mulliken_charge:R:1
Zn 0.099 1.747 2.283 0.667
Zn 2.136 -2.413 -0.473 1.213
Zn 0.372 1.944 -3.012 1.359
C -4.456 2.681 2.393 0.558
F -4.715 2.292 1.150 -0.177
F -5.417 3.531 2.743 -0.231
F -4.562 1.679 3.294 -0.256
S -2.778 3.489 2.498 1.195
O -2.726 4.051 3.842 -0.717
O -1.737 2.433 2.271 -0.239
O -2.846 4.476 1.457 -0.640
C -0.563 -4.815 2.559 0.537
F -0.588 -5.600 3.637 -0.237
F -1.385 -5.239 1.624 -0.202
F -0.925 -3.584 2.958 -0.249
S 1.248 -4.788 1.944 1.137
O 2.040 -4.484 3.114 -0.718
O 1.436 -6.114 1.390 -0.676
O 1.361 -3.698 0.944 -0.550
C -0.802 -4.710 -2.828 0.556
F -1.259 -5.654 -3.630 -0.232
F -0.999 -3.492 -3.374 -0.211
F -1.530 -4.768 -1.706 -0.209
S 1.084 -4.941 -2.527 1.081
O 1.542 -3.789 -1.767 -0.376
O 1.275 -6.203 -1.843 -0.667
O 1.552 -4.975 -3.895 -0.704
C -3.803 2.097 -3.514 0.576
F -4.854 2.345 -2.758 -0.227
F -3.194 0.976 -3.180 -0.201
F -4.112 2.015 -4.811 -0.243
S -2.558 3.606 -3.336 1.179
O -2.774 4.440 -4.499 -0.676
O -2.773 4.204 -2.044 -0.601
O -1.264 2.894 -3.487 -0.483
C 4.601 0.769 -2.713 0.448
F 4.551 1.663 -1.751 -0.111
F 4.813 1.372 -3.880 -0.228
F 5.623 -0.041 -2.464 -0.225
S 2.968 -0.238 -2.935 0.996
O 1.840 0.671 -2.841 -0.853
O 3.110 -0.895 -4.213 -0.696
O 2.915 -1.178 -1.822 -0.427
C -2.280 -1.151 -0.376 0.186
F -2.185 -1.920 0.697 -0.135
F -2.402 -1.986 -1.400 -0.173
F -3.320 -0.344 -0.258 -0.137
S -0.607 -0.225 -0.505 -0.228
O -0.546 0.661 -1.659 0.213
O -0.543 0.454 0.812 0.175
O 0.391 -1.294 -0.566 0.323
C 2.420 4.621 -0.410 0.321
F 3.306 3.629 -0.441 -0.100
F 2.662 5.389 0.650 -0.190
F 2.601 5.343 -1.524 -0.208
S 0.677 3.933 -0.253 0.859
O 0.444 3.154 -1.487 -0.123
O 0.823 3.036 0.925 -0.709
O -0.264 5.020 -0.071 -0.599
C 4.511 0.643 2.119 0.330
F 4.690 1.952 2.248 -0.158
F 5.504 0.178 1.367 -0.197
F 4.602 -0.038 3.269 -0.189
S 2.842 0.260 1.288 0.497
O 2.863 0.943 0.025 -0.641
O 2.722 -1.189 1.040 -0.440
O 1.810 0.764 2.186 -0.339
C -2.441 -1.243 4.831 -0.843
C -1.455 -0.358 4.244 0.537
N -0.700 0.343 3.752 -0.068
H -2.534 -2.019 4.067 0.201
H -3.383 -0.692 4.823 0.267
H -2.152 -1.620 5.806 0.327
```

F_max = 3.23 eV/Å
Relative energy (zero: lowest compared OMol25 entry of this formula, charge and spin) = 0.0 kJ/mol
Calculated total energy = -358213.14660 eV
Net charge = -2
E_LUMO = 3.1 eV

***

# 4
Density functional theory data (the ωB97M-V functional and the def2-TZVPD basis) for C7H9NO in the gas phase.

Geometry as XYZ:
```
18
Properties=species:S:1:pos:R:3:nbo_charge:R:1
C 1.500 -1.013 0.645 -0.644
C -1.158 -0.118 0.191 0.491
C -0.087 0.930 0.381 0.183
C 1.282 0.469 0.648 -0.080
C -1.509 -0.343 -1.230 -0.341
C 2.248 1.353 0.887 -0.309
C -2.354 -1.304 -1.583 -0.263
N -0.361 2.164 0.306 -0.585
O -1.716 -0.664 1.117 -0.516
H -1.341 2.378 0.126 0.344
H -1.020 0.293 -1.955 0.218
H 1.219 -1.441 -0.318 0.215
H 2.543 -1.247 0.841 0.223
H 0.884 -1.485 1.409 0.232
H 3.260 1.049 1.090 0.194
H 2.031 2.407 0.883 0.220
H -2.814 -1.920 -0.827 0.214
H -2.607 -1.507 -2.610 0.203
```

F_max = 0.73 eV/Å
Relative energy (zero: lowest compared OMol25 entry of this formula, charge and spin) = 212.2 kJ/mol
Calculated total energy = -10940.61483 eV
Net charge = 0
E_LUMO = -0.2 eV
SMILES string = [H]/N=C(/C(=C)C)C(=O)C=C

***

# 5
Density functional theory data (the ωB97M-V functional and the def2-TZVPD basis) for 13 unconnected molecules or ions with the total composition C41H100F3N3O14PS15 at a distorted geometry.

Geometry as XYZ:
```
177
Properties=species:S:1:pos:R:3:mulliken_charge:R:1
C -0.033 -1.288 -0.297 -2.134
C 0.996 -0.520 -1.121 1.623
C 1.458 -1.388 -2.306 -1.785
C 0.306 0.739 -1.570 -1.055
N 0.977 2.063 -1.464 0.360
C 0.209 3.084 -1.116 -0.232
C -1.236 3.069 -0.867 -1.836
C -1.652 2.907 0.601 -0.219
C -3.080 2.414 0.709 -1.071
S -4.161 3.295 -0.415 -0.061
C -5.702 2.592 0.046 0.127
S -5.880 1.740 1.403 -0.293
N -6.741 2.806 -0.847 0.134
C -6.507 3.824 -1.869 -0.844
C -7.831 4.112 -2.567 -0.578
O -8.731 3.052 -2.387 -0.422
C -8.063 1.841 -2.645 -0.592
C -7.116 1.535 -1.503 -0.683
N 0.974 4.166 -1.072 0.159
C 2.245 3.865 -1.489 0.859
C 3.201 4.955 -1.768 -1.231
O 4.419 4.955 -1.019 -0.196
C 5.346 5.741 -1.619 0.865
F 6.335 6.010 -0.811 -0.185
F 4.844 6.878 -2.082 -0.267
F 5.858 5.109 -2.673 -0.254
C 2.284 2.536 -1.701 -0.511
P 3.722 1.634 -2.344 0.579
S 3.629 1.541 -4.280 -0.302
H 0.220 -2.319 -0.306 0.572
H 0.014 -0.984 0.735 0.464
H -1.032 -1.142 -0.675 0.409
H 1.822 -0.315 -0.465 0.218
H 1.510 -0.832 -3.220 0.447
H 0.719 -2.149 -2.470 0.569
H 2.402 -1.868 -2.122 0.247
H -0.093 0.655 -2.563 0.299
H -0.536 0.842 -0.914 0.015
H -1.712 2.298 -1.443 0.798
H -1.609 3.998 -1.262 0.830
H -1.576 3.839 1.127 0.393
H -1.015 2.191 1.084 0.363
H -3.421 2.525 1.720 0.716
H -3.122 1.366 0.469 0.493
H -6.153 4.738 -1.424 0.523
H -5.775 3.498 -2.601 0.388
H -8.304 4.995 -2.180 0.363
H -7.655 4.246 -3.630 0.334
H -8.800 1.079 -2.750 0.321
H -7.554 1.943 -3.599 0.314
H -7.626 0.932 -0.778 0.604
H -6.255 1.002 -1.884 0.278
H 0.640 5.092 -0.881 0.352
H 2.693 5.892 -1.630 0.381
H 3.452 4.882 -2.815 0.453
H 3.898 0.454 -1.642 -0.006
H 4.783 2.439 -1.959 -0.147
C -5.103 1.817 6.169 -1.132
S -4.864 0.803 4.713 0.791
O -6.081 -0.029 4.541 -0.687
C -3.604 -0.254 5.439 -1.044
H -5.894 2.531 5.950 0.378
H -5.399 1.187 7.006 0.283
H -4.185 2.353 6.402 0.409
H -4.005 -0.739 6.328 0.360
H -2.730 0.349 5.689 0.288
H -3.335 -1.004 4.699 0.322
C -12.086 0.012 -2.280 -0.887
S -11.255 -1.283 -1.356 0.562
O -10.051 -1.677 -2.139 -0.624
C -12.505 -2.540 -1.626 -0.817
H -11.447 0.893 -2.268 0.230
H -12.244 -0.318 -3.306 0.308
H -13.036 0.243 -1.799 0.396
H -12.637 -2.700 -2.696 0.301
H -13.441 -2.224 -1.169 0.380
H -12.166 -3.461 -1.154 0.168
C -3.527 1.455 10.723 -1.008
S -4.696 2.257 9.623 0.652
O -3.928 3.249 8.827 -0.600
C -5.568 3.167 10.898 -1.036
H -2.852 0.861 10.112 0.300
H -2.964 2.212 11.269 0.338
H -4.066 0.805 11.412 0.370
H -4.865 3.806 11.431 0.330
H -6.046 2.465 11.580 0.369
H -6.324 3.775 10.408 0.316
C 7.019 2.524 -6.379 -0.457
S 5.897 3.413 -7.462 0.524
O 5.002 2.398 -8.077 -0.589
C 7.129 3.837 -8.696 -0.820
H 6.429 2.129 -5.554 0.028
H 7.486 1.706 -6.929 0.110
H 7.775 3.211 -6.000 0.385
H 7.585 2.922 -9.077 0.170
H 7.882 4.485 -8.248 0.344
H 6.623 4.364 -9.500 0.337
C 0.916 3.490 5.431 -0.977
S -0.127 4.402 4.300 0.423
O -0.890 3.406 3.503 -0.480
C 1.200 4.961 3.242 -0.933
H 0.267 3.008 6.159 0.330
H 1.480 2.737 4.879 0.262
H 1.586 4.186 5.936 0.413
H 1.739 4.098 2.844 0.206
H 1.858 5.592 3.825 0.532
H 0.754 5.536 2.431 0.241
C 6.763 1.036 2.529 -1.136
S 5.926 2.135 1.386 0.525
O 4.994 1.305 0.556 -0.499
C 7.387 2.427 0.396 -0.984
H 6.030 0.653 3.235 0.360
H 7.215 0.210 1.981 0.294
H 7.521 1.600 3.070 0.474
H 7.765 1.474 0.027 0.382
H 8.138 2.928 1.005 0.420
H 7.113 3.059 -0.438 0.192
C -10.290 -8.205 0.027 -0.918
S -10.496 -6.443 0.307 0.509
O -11.951 -6.152 0.264 -0.610
C -9.812 -5.926 -1.270 -0.796
H -10.698 -8.725 0.890 0.323
H -10.833 -8.496 -0.872 0.302
H -9.229 -8.432 -0.072 0.342
H -10.384 -6.371 -2.083 0.300
H -8.767 -6.229 -1.329 0.392
H -9.877 -4.840 -1.323 0.160
C 5.702 10.036 1.867 -0.937
S 5.842 8.280 2.200 0.599
O 5.947 8.115 3.672 -0.658
C 7.493 8.082 1.529 -0.957
H 4.744 10.372 2.257 0.315
H 6.511 10.565 2.368 0.317
H 5.740 10.203 0.791 0.333
H 8.177 8.747 2.054 0.414
H 7.479 8.305 0.463 0.321
H 7.790 7.047 1.683 0.251
C 7.854 -1.220 -10.787 -1.001
S 7.617 -0.505 -9.158 0.569
O 8.340 -1.370 -8.191 -0.659
C 5.873 -0.886 -9.018 -0.908
H 8.905 -1.113 -11.045 0.316
H 7.584 -2.275 -10.761 0.330
H 7.241 -0.682 -11.510 0.345
H 5.733 -1.963 -9.114 0.414
H 5.323 -0.350 -9.790 0.344
H 5.540 -0.548 -8.040 0.223
C 4.832 -2.031 2.097 -0.804
S 5.282 -3.183 0.796 0.501
O 4.016 -3.627 0.156 -0.568
C 5.807 -4.522 1.865 -1.059
H 4.435 -1.132 1.628 0.138
H 4.081 -2.472 2.753 0.405
H 5.728 -1.780 2.663 0.308
H 4.982 -4.810 2.517 0.294
H 6.668 -4.199 2.449 0.393
H 6.085 -5.362 1.232 0.380
C 2.856 -6.530 -0.462 -0.630
S 3.273 -7.789 0.742 0.518
O 4.649 -8.249 0.410 -0.644
C 2.137 -9.045 0.165 -0.725
H 3.517 -5.687 -0.270 0.040
H 3.016 -6.916 -1.469 0.348
H 1.817 -6.227 -0.327 0.312
H 2.351 -9.270 -0.881 0.302
H 1.114 -8.686 0.278 0.332
H 2.276 -9.937 0.772 0.194
C 1.532 -14.131 0.942 -0.930
S 1.516 -13.109 2.417 0.416
O 1.820 -11.722 1.979 -0.564
C 3.027 -13.766 3.124 -0.938
H 0.680 -13.840 0.332 0.307
H 2.457 -13.962 0.393 0.304
H 1.438 -15.178 1.228 0.373
H 3.848 -13.621 2.423 0.305
H 2.891 -14.824 3.347 0.377
H 3.225 -13.220 4.043 0.308
```

F_max = 1.58 eV/Å
Calculated total energy = -257228.40352 eV
Net charge = +1
E_LUMO = -2.3 eV

***

# 6
Density functional theory data (the ωB97M-V functional and the def2-TZVPD basis) for a molecular structure, C34H38BrN5OPSSr.

Geometry as XYZ:
```
82
Properties=species:S:1:pos:R:3:mulliken_charge:R:1
Sr 0.743 -0.097 0.248 1.902
Br -5.112 5.171 1.374 -0.192
C -3.534 4.126 1.241 -0.473
C -2.358 4.555 1.871 -0.385
C -1.219 3.800 1.793 -0.923
C -1.171 2.569 1.085 -0.541
O -0.103 1.859 1.097 0.402
C -2.371 2.166 0.411 0.852
C -2.507 1.025 -0.442 -1.339
N -1.602 0.197 -0.861 1.464
C -1.992 -0.732 -1.833 0.041
C -3.030 -0.525 -2.717 -0.262
C -3.388 -1.477 -3.688 -1.237
C -2.690 -2.643 -3.810 -0.840
C -1.583 -2.879 -2.967 0.941
C -0.789 -4.039 -3.085 -0.736
C 0.301 -4.204 -2.277 -0.947
C 0.594 -3.195 -1.350 -0.709
N -0.125 -2.104 -1.194 0.729
C -1.219 -1.923 -1.980 -0.751
C -3.535 2.962 0.532 -0.875
H -2.359 5.484 2.426 0.469
H -0.312 4.119 2.291 0.431
H -3.538 0.883 -0.784 0.389
H -3.581 0.407 -2.696 0.503
H -4.221 -1.265 -4.344 0.396
H -2.956 -3.385 -4.552 0.441
H -1.055 -4.783 -3.826 0.454
H 0.935 -5.076 -2.345 0.441
H 1.464 -3.298 -0.708 0.570
H -4.446 2.644 0.037 0.515
N -3.844 -3.128 5.526 -0.362
C -2.775 -2.352 5.761 -0.202
S -2.309 -1.870 7.259 -0.305
C -1.993 -1.955 4.555 0.795
C -1.519 -0.658 4.408 -0.958
C -0.779 -0.338 3.288 -0.646
N -0.470 -1.231 2.335 0.470
C -0.923 -2.474 2.482 -0.836
C -1.690 -2.882 3.560 -0.668
H -4.419 -3.415 6.300 0.219
H -4.179 -3.286 4.589 0.223
H -1.727 0.087 5.163 0.473
H -0.418 0.670 3.124 0.741
H -0.666 -3.177 1.696 0.528
H -2.015 -3.911 3.637 0.474
N 3.174 -0.873 1.428 -0.177
C 3.154 0.484 1.865 -0.331
C 2.648 0.818 3.116 -0.356
C 2.538 2.151 3.481 -0.712
C 2.923 3.156 2.605 -0.460
C 3.424 2.821 1.356 -0.694
C 3.532 1.490 0.979 0.290
H 3.162 -1.519 2.207 0.206
H 3.978 -1.078 0.848 0.234
H 2.358 0.035 3.808 0.399
H 2.150 2.404 4.459 0.418
H 2.838 4.194 2.896 0.454
H 3.732 3.597 0.668 0.392
H 3.938 1.227 0.007 0.414
C 4.165 0.877 -4.404 -1.316
C 3.541 0.214 -3.177 -0.684
P 1.964 0.932 -2.544 0.725
C 0.834 0.700 -3.989 -0.480
C -0.371 1.642 -3.985 -1.199
C 2.333 2.739 -2.546 -0.998
C 1.374 3.555 -1.676 -1.051
H 5.101 0.383 -4.665 0.427
H 4.386 1.928 -4.220 0.279
H 3.513 0.818 -5.275 0.301
H 4.250 0.236 -2.343 0.301
H 3.341 -0.844 -3.372 0.402
H 0.501 -0.342 -3.966 0.371
H 1.395 0.834 -4.915 0.508
H -0.897 1.622 -3.030 0.059
H -1.078 1.356 -4.765 0.402
H -0.065 2.670 -4.177 0.376
H 2.342 3.110 -3.573 0.597
H 3.356 2.845 -2.171 0.549
H 0.340 3.459 -2.007 0.259
H 1.634 4.614 -1.712 0.471
H 1.407 3.230 -0.634 -0.049
```

F_max = 0.53 eV/Å
Relative energy (zero: lowest compared OMol25 entry of this formula, charge and spin) = 4.4 kJ/mol
Calculated total energy = -136375.03623 eV
Net charge = +1
E_LUMO = -2.9 eV